Record 1
This record from OMol25 describes 5 unconnected molecules or ions with the total composition C12H32BrO4 at a distorted geometry. The level of theory is ωB97M-V/def2-TZVPD.

Atoms and positions in Å:
H -2.013 -0.808 -1.806
O -1.593 1.316 2.423
C -1.113 1.758 3.668
H -0.786 -0.837 -3.654
C -2.137 -2.390 -2.866
H -0.450 -2.390 -4.415
C 1.750 -2.725 0.281
H 2.438 -2.201 2.750
H 2.831 -2.918 0.349
H -0.019 1.636 3.674
C -1.733 0.880 4.727
H 0.002 -2.078 -2.778
H 1.267 -3.584 0.758
H 0.680 2.755 -1.698
H -1.345 -0.144 4.720
H 1.395 -0.885 3.230
C 2.521 2.118 -2.085
H -2.526 3.429 3.915
H 3.333 2.653 -2.577
O -0.002 -1.175 0.791
C 1.429 -1.780 2.613
C 1.351 -1.501 1.109
H 2.310 1.216 -4.007
H 2.018 -0.652 0.928
H -4.247 -2.028 -3.200
H 3.030 2.680 -0.037
H -3.238 -0.733 -3.783
H -1.119 3.792 3.034
H 0.770 -2.562 2.989
H 0.058 -0.570 0.024
C 2.067 0.941 -2.981
O 1.462 3.094 -2.180
H -1.478 1.219 5.736
H -3.495 -2.279 -4.684
H -2.816 0.792 4.634
H -1.252 1.882 1.709
H -1.126 3.700 4.836
C -1.448 3.222 3.909
C -3.299 -1.818 -3.710
H 0.994 0.799 -2.886
H 2.626 0.032 -2.738
C 2.698 1.810 -0.608
H 1.542 -2.769 -0.784
O -2.190 -1.740 -1.604
H 1.745 1.542 -0.151
H 3.454 1.034 -0.453
C -0.808 -1.918 -3.493
Br -1.337 1.656 -0.823
H -2.201 -3.474 -2.804

As for the total energy: -3351.4565 hartree. The multiplicity is 1. As for the LUMO energy: 0.1167 hartree. The value obtained for the frontier orbital gap is 8.17 eV. Its net charge is -1. The HOMO energy is -0.1834 Ha.



Record 2
This record from OMol25 describes a molecular structure, C13H19P2Sn at a distorted geometry. The level of theory is ωB97M-V/def2-TZVPD.

Atoms and positions in Å:
H -2.751 -0.716 -4.906
C 2.520 -0.182 0.688
H 4.162 -1.551 0.977
H 1.886 -0.550 4.507
H 1.686 3.177 -0.189
P 0.214 1.316 0.206
C -0.934 -0.557 -3.794
H -0.276 3.231 1.599
H -4.292 -1.105 -3.218
P -1.576 -2.186 1.270
C 1.227 2.404 -0.828
H 0.951 -0.640 -2.742
H 2.025 1.828 -1.316
C 1.215 0.361 2.669
C -3.295 -0.801 -2.855
C 1.439 0.495 1.290
C -0.141 -0.677 -2.680
H 3.725 -1.839 3.419
C 3.095 -1.172 2.824
H 2.717 -0.063 -0.382
H 0.594 2.888 -1.586
H -3.927 -0.495 -0.796
C 3.334 -1.020 1.451
C -0.863 2.408 1.159
C 2.051 -0.462 3.429
H -2.853 -2.828 1.195
Sn -1.123 -0.608 -0.838
H -0.447 -0.348 -4.759
H -1.658 -1.436 2.494
H -0.651 -3.237 1.570
C -2.337 -0.687 -3.890
H -1.397 1.869 1.953
H -1.599 2.836 0.456
C -3.110 -0.544 -1.521
H 0.385 0.891 3.143

As for the total energy: -1403.5314 hartree. The multiplicity is 1. As for the LUMO energy: 0.1098 hartree. The value obtained for the frontier orbital gap is 3.43 eV. As for the energy relative to the best compared isomer or geometry (same formula, charge and spin): 23.4 kcal/mol. Its net charge is -1. The HOMO energy is -0.0163 Ha.



Record 3
This record from OMol25 describes a molecular structure, C29H43BBrF2N3O6S2Ti. The level of theory is ωB97M-V/def2-TZVPD.

Atoms and positions in Å:
C -3.424 -6.483 1.167
H 0.829 4.415 -0.127
H -2.065 -5.408 4.152
H -3.763 -5.372 3.649
H -0.568 6.093 -3.243
C 1.554 1.210 3.059
C -0.535 5.804 -1.085
C -0.892 -3.899 -2.422
H -1.823 -4.459 -2.536
C -0.629 3.971 2.112
O -0.797 5.192 2.131
H 6.421 0.503 -1.076
H -1.831 -1.728 -3.550
H -1.114 -7.539 2.209
C 0.344 4.561 -1.096
N 3.339 2.560 0.508
C 2.623 3.169 3.940
C 2.074 2.435 -3.165
S 3.302 0.140 -0.554
Ti -0.672 1.128 1.148
C -0.485 2.607 -2.988
H 2.287 2.677 -2.126
C -1.619 -2.792 -0.261
C -1.866 -1.706 0.595
C -1.021 -6.500 1.881
H 0.104 6.662 -0.862
C -2.367 -5.776 2.025
F -3.888 0.417 0.722
H -1.966 5.211 -2.611
H 0.597 -1.702 -2.693
O -1.703 -0.433 0.145
H -1.850 6.947 -2.378
Br -2.398 -0.527 3.157
S -0.691 3.075 -1.242
H -3.546 -7.520 1.492
C 5.916 1.250 -1.693
H -2.907 -6.913 3.773
H 3.446 3.637 4.463
C 0.521 3.316 2.788
C -1.814 -4.068 0.244
H 0.713 0.866 -2.635
H -3.117 -2.233 -2.446
B -2.666 0.727 0.184
H 1.097 4.581 -1.881
C 2.603 1.767 3.729
H -2.683 -3.369 3.431
H 0.211 -0.884 -1.173
N 5.061 2.118 -0.913
C 1.559 3.938 3.443
N 0.519 1.964 2.570
H -1.632 -4.912 -0.405
O -1.393 3.114 1.498
C 0.727 1.737 -3.292
C 1.420 -0.238 2.664
H 5.511 2.899 -0.464
C -2.801 -5.864 3.489
H 0.996 -2.455 -1.142
H -4.388 -5.978 1.254
O 2.181 -1.090 3.080
C 3.922 1.663 -0.315
C -2.407 -3.246 2.395
H 2.873 1.778 -3.509
H -1.408 2.064 -3.200
H -0.160 -4.528 -1.911
H 3.562 3.540 0.474
H -2.225 -0.739 -2.136
H 1.521 5.014 3.554
H 0.600 1.366 -4.313
O 0.111 1.980 -0.517
C 0.252 -1.851 -1.666
H 2.499 2.284 0.995
C -1.268 6.026 -2.405
C -2.228 -1.962 1.911
H -0.677 -6.501 0.846
H -0.507 -3.686 -3.421
H -0.494 3.537 -3.561
H -0.257 -6.010 2.486
H 2.106 3.354 -3.760
H -3.144 -6.492 0.113
H -1.234 5.725 -0.250
C -2.133 -1.760 -2.499
C -1.107 -2.569 -1.689
H 5.317 0.716 -2.426
F -2.806 1.236 -1.116
O 0.402 -0.438 1.860
C -2.213 -4.330 1.557
H 6.656 1.865 -2.205
H 3.403 1.118 4.060

As for the total energy: -6191.3593 hartree. The multiplicity is 2. As for the LUMO energy (alpha / beta): 0.0815 / 0.0815 hartree. The value obtained for the frontier orbital gap (alpha / beta) is 4.53 / 6.23 eV. As for the energy relative to the best compared isomer or geometry (same formula, charge and spin): 0.0 kcal/mol. Its net charge is -1. The HOMO energy (alpha / beta) is -0.0848 / -0.1476 Ha. The expectation value of S² is 0.78.



Record 4
This record from OMol25 describes a single BrH2NO2S molecule at a distorted geometry. The level of theory is ωB97M-V/def2-TZVPD.

Atoms and positions in Å:
S -0.458 0.493 0.047
N 0.959 -0.356 -0.004
O -0.651 1.050 -1.236
Br -1.881 -1.289 0.014
H 1.563 -0.512 0.847
H 1.130 -0.511 -0.956
O -0.662 1.125 1.287

As for the SMILES: NS(=O)(=O)Br. As for the total energy: -3178.6130 hartree. The multiplicity is 1. As for the LUMO energy: -0.0052 hartree. The value obtained for the frontier orbital gap is 10.43 eV. As for the energy relative to the best compared isomer or geometry (same formula, charge and spin): 0.0 kcal/mol. The HOMO energy is -0.3886 Ha.



Record 5
This record from OMol25 describes a single C16H14ClN5O3S molecule at a distorted geometry. The level of theory is ωB97M-V/def2-TZVPD.

Atoms and positions in Å:
C 1.950 -1.135 3.065
N -2.294 1.335 -0.630
C -1.309 -0.339 -2.194
N 0.113 0.476 3.369
C 0.752 -0.834 2.611
O -2.636 -0.728 -2.183
C -1.681 0.106 -4.938
H 3.395 -1.190 4.596
O -0.701 -0.627 -5.086
C 1.872 0.092 5.065
H -0.104 1.334 -1.178
N -1.105 1.012 -1.476
C -1.813 2.320 0.313
H -3.212 3.361 1.544
H -1.992 0.215 -5.815
H 2.311 -1.810 2.294
O -0.934 2.984 0.422
C 2.039 -1.759 -2.043
C 2.280 -0.668 4.165
N -0.892 0.080 1.507
H -2.987 0.753 -0.627
C 0.127 -0.813 -2.691
Cl 3.334 -1.892 -0.806
H -1.696 0.967 -4.355
H 1.898 -1.693 -5.466
H 2.080 0.376 5.933
H 3.386 -2.349 -3.614
H 0.511 -1.075 -0.579
S -2.162 1.901 3.090
C 0.225 -0.857 -4.095
H -2.477 -0.590 -4.347
N 0.190 -0.601 1.352
C 0.815 -1.049 -1.648
C -2.906 2.375 1.446
C 2.347 -1.997 -3.339
C 1.494 -1.337 -4.462
C 0.640 0.849 4.461
C -0.815 0.800 2.511
H 0.101 1.400 5.156
H -3.660 1.481 1.498

As for the SMILES: COc1ccc(Cl)cc1C(=O)NNC(=O)CSc1nnc2ccccn12. As for the total energy: -1975.4309 hartree. The multiplicity is 1. As for the LUMO energy: -0.0082 hartree. The value obtained for the frontier orbital gap is 7.99 eV. The HOMO energy is -0.3017 Ha.



Record 6
This record from OMol25 describes a molecular structure, C20H29BF4N6PtS at a distorted geometry. The level of theory is ωB97M-V/def2-TZVPD.

Atoms and positions in Å:
C -2.679 3.004 -0.220
C -1.717 -4.001 -1.317
N 2.346 0.139 -0.411
H -4.563 0.798 0.745
C 0.187 -1.189 2.760
C 1.354 2.385 2.227
F 0.785 0.020 -2.643
C -0.505 -3.336 -1.127
H -0.877 -0.961 2.641
F 6.059 1.126 -3.282
H 0.850 3.284 2.575
H -3.759 -3.159 -1.042
H -3.738 3.112 -0.104
H -4.846 -1.731 2.113
F 5.110 0.881 -0.824
C 0.561 1.176 2.699
H -3.239 -0.748 -2.510
H 0.683 1.093 3.787
H -3.579 0.956 -2.131
C 4.778 0.845 -3.135
H 1.311 -3.053 2.770
H 4.372 0.833 -5.251
C 3.104 0.229 0.804
H 2.358 2.396 2.643
H 1.405 2.424 1.142
H -0.385 -3.225 2.396
N -2.080 -1.933 -0.660
N -0.746 -2.093 -0.726
H 0.411 -1.157 3.835
C -2.692 -3.065 -1.018
H -3.094 -1.784 1.908
H -1.945 0.461 -2.646
C -2.834 0.168 -2.094
H 0.711 -2.580 1.176
C 4.274 0.697 -1.848
N -2.087 1.812 -0.181
C -3.960 -1.123 1.921
H -1.837 5.034 -0.467
H -0.503 1.340 2.500
C 2.109 0.278 -2.787
N 0.926 -0.111 2.081
H 0.493 -3.708 -1.259
C 2.371 -0.366 2.018
S -2.411 -0.109 -0.351
H 3.369 1.280 0.977
C -0.506 3.261 -0.486
C -1.701 3.974 -0.406
B -4.165 -0.306 0.572
H 0.485 3.642 -0.645
C 2.617 0.443 -4.061
F 1.800 0.343 -5.100
H 4.052 -0.315 0.715
H -4.835 -0.787 -0.278
H 2.855 0.012 2.926
C 3.967 0.714 -4.256
C 0.483 -2.592 2.240
C 2.905 0.368 -1.606
H -1.871 -5.017 -1.615
H 2.518 -1.446 1.984
Pt 0.168 -0.102 -0.147
H -3.866 -0.502 2.813
N -0.758 1.965 -0.334

As for the total energy: -2049.0198 hartree. The multiplicity is 1. As for the LUMO energy (alpha / beta): -0.3733 / -0.3750 hartree. The value obtained for the frontier orbital gap (alpha / beta) is 4.26 / 4.20 eV. Its net charge is +2. The HOMO energy (alpha / beta) is -0.5299 / -0.5292 Ha.